1.
This record from the OMol25 dataset describes C23H17ClF5N3O2 in the gas phase. The level of theory is the ωB97M-V functional and the def2-TZVPD basis.

Geometry as XYZ:
```
51
Properties=species:S:1:pos:R:3:forces:R:3:mulliken_charge:R:1
O 0.905 1.754 -1.386 0.26 0.39 -0.14 -0.812
C 0.034 1.067 -0.883 -0.21 -0.28 0.28 0.489
N -1.272 1.341 -1.017 -0.34 0.05 -0.03 0.159
H -1.952 0.811 -0.494 0.12 -0.01 -0.01 0.262
C -1.757 2.495 -1.752 0.09 0.13 0.00 -1.392
C -2.223 3.577 -0.812 -0.07 -0.05 -0.14 0.486
C -1.286 4.278 -0.060 -0.14 0.02 -0.02 -0.191
C -1.686 5.255 0.832 -0.13 0.09 0.08 -0.634
C -3.037 5.523 0.960 -0.04 -0.15 -0.13 0.345
C -3.990 4.841 0.226 0.04 0.22 0.23 -0.530
C -3.572 3.862 -0.659 0.22 0.01 -0.03 -0.412
H -4.306 3.323 -1.239 -0.08 -0.06 -0.07 0.330
H -5.035 5.077 0.352 -0.10 0.05 0.04 0.426
F -3.437 6.476 1.824 0.02 -0.04 -0.04 -0.322
H -0.971 5.809 1.419 0.06 0.07 0.07 0.441
H -0.237 4.055 -0.181 0.15 -0.03 -0.01 0.439
H -0.918 2.852 -2.356 -0.18 -0.09 -0.01 0.393
H -2.569 2.177 -2.411 0.09 0.06 0.00 0.476
C 0.348 -0.152 -0.010 0.28 -0.20 -0.19 0.226
C -0.806 -1.088 0.169 0.00 -0.32 -0.40 -0.320
N -1.291 -1.234 1.391 0.29 0.39 0.25 -0.573
C -2.252 -2.107 1.619 -0.37 -0.44 -0.19 -0.496
C -2.785 -2.905 0.613 0.12 0.04 -0.02 0.149
C -2.311 -2.758 -0.686 0.11 0.17 0.22 -0.668
C -1.310 -1.827 -0.912 -0.30 -0.07 0.49 0.976
Cl -0.714 -1.571 -2.500 0.00 -0.07 -0.28 -0.190
H -2.703 -3.357 -1.493 -0.01 -0.03 -0.07 0.507
C -3.893 -3.874 0.913 -0.34 0.00 0.07 0.792
F -3.802 -4.398 2.141 0.20 0.04 0.18 -0.263
F -5.100 -3.275 0.846 -0.02 0.17 -0.04 -0.251
F -3.936 -4.898 0.052 0.19 -0.06 -0.22 -0.266
H -2.599 -2.177 2.641 -0.10 -0.09 0.05 0.423
H 0.627 0.234 0.978 -0.09 -0.04 -0.10 0.306
C 1.564 -0.993 -0.503 -0.18 0.59 0.07 0.284
O 1.556 -2.202 -0.414 -0.02 -0.40 0.23 -0.683
N 2.589 -0.266 -0.953 0.36 0.20 -0.26 -0.001
H 2.451 0.730 -1.095 -0.17 -0.16 0.07 0.197
C 3.820 -0.872 -1.419 0.02 -0.19 0.12 -1.303
C 4.959 -0.533 -0.493 0.04 0.00 -0.16 0.477
C 4.936 -1.003 0.816 0.11 0.08 -0.10 -0.245
C 5.953 -0.689 1.697 0.14 0.07 0.05 -0.577
C 6.997 0.102 1.251 -0.08 0.02 -0.18 0.331
C 7.046 0.583 -0.044 0.16 0.00 0.29 -0.517
C 6.016 0.263 -0.912 -0.14 -0.17 0.09 -0.439
H 6.041 0.634 -1.926 -0.01 0.04 -0.12 0.321
H 7.876 1.197 -0.357 0.10 0.06 0.00 0.423
F 7.995 0.412 2.103 -0.05 -0.02 -0.03 -0.325
H 5.949 -1.049 2.714 0.03 -0.03 0.11 0.438
H 4.113 -1.623 1.139 -0.11 -0.09 0.06 0.436
H 4.034 -0.527 -2.434 0.00 -0.08 0.06 0.473
H 3.654 -1.954 -1.431 0.04 0.18 -0.12 0.405
```
Forces are in eV/Å.

Calculated values
* Kohn-Sham gap: 9.24 eV
* maximum force: 0.0122 Eh/bohr
* calculated total energy: -2161.01701 a.u.
* HOMO level: -9.08 eV


2.
This record from the OMol25 dataset describes a molecular structure, C39H106AgN9O10Pd in a non-equilibrium geometry. The level of theory is the ωB97M-V functional and the def2-TZVPD basis.

Geometry as XYZ:
```
166
Properties=species:S:1:pos:R:3:forces:R:3:mulliken_charge:R:1
Pd -0.807 16.988 22.870 -1.04 0.21 -0.06 0.881
Ag 2.558 12.708 23.957 0.40 -0.35 0.14 0.949
C 2.545 16.171 28.816 0.10 -0.16 -1.07 -1.006
C 2.876 17.148 27.592 -0.93 -0.53 0.43 0.491
C 4.350 17.619 27.673 -0.42 -0.45 0.15 -1.160
O 2.313 16.680 26.396 1.12 0.62 1.02 -0.431
H 2.055 16.536 29.719 0.54 0.85 -0.10 0.320
H 3.476 15.662 29.068 -0.09 -0.03 0.27 0.284
H 1.822 15.410 28.520 0.15 -0.08 -0.54 0.343
H 2.364 18.096 27.757 -0.87 0.32 -0.10 0.174
H 4.954 16.731 27.492 0.48 0.31 0.34 0.294
H 4.392 18.007 28.691 0.47 -0.64 0.32 0.342
H 4.729 18.489 27.136 -0.59 -0.30 -0.85 0.346
C -6.946 12.463 35.955 2.28 0.09 0.22 -1.279
C -5.518 12.808 36.623 -2.12 -2.67 -0.42 0.452
C -4.828 13.946 35.971 1.54 0.30 -0.99 -0.613
O -4.309 13.536 34.667 -1.23 0.30 0.47 -0.316
C -3.505 14.479 33.972 -0.51 -0.58 0.34 -0.723
N -5.698 12.985 38.039 0.24 1.10 1.00 -0.744
H -6.687 12.316 34.907 -0.55 0.42 -0.28 0.304
H -7.676 13.244 36.169 0.10 -0.01 -0.25 0.331
H -7.323 11.490 36.270 0.05 0.13 0.44 0.359
H -4.908 11.911 36.518 0.26 -0.11 -0.77 0.236
H -3.907 14.201 36.494 -0.12 0.27 0.73 0.337
H -5.501 14.803 35.974 0.06 0.31 -0.55 0.334
H -3.961 15.465 33.885 -0.20 0.08 0.05 0.299
H -3.403 14.043 32.978 0.23 0.20 -0.01 0.241
H -2.530 14.586 34.448 0.20 0.03 0.04 0.281
H -5.808 12.105 38.524 -0.39 -0.23 -0.25 0.270
H -4.829 13.331 38.421 0.16 0.35 0.24 0.232
C 9.563 21.093 27.984 -1.72 0.92 0.82 -1.489
C 10.500 20.075 28.438 3.01 -2.18 0.22 0.616
C 10.724 18.986 27.352 -1.06 1.88 -0.77 -0.808
O 11.381 17.846 27.732 1.07 0.06 0.73 -0.331
C 10.581 16.753 27.782 -1.18 -2.42 0.78 -0.760
N 11.815 20.645 28.848 -0.28 -0.14 -0.70 -0.771
H 9.613 21.950 28.655 0.30 0.28 -0.28 0.417
H 8.591 20.676 28.246 -0.49 0.13 -0.71 0.347
H 9.607 21.405 26.941 0.15 -0.10 0.04 0.309
H 10.151 19.547 29.326 -0.37 0.09 0.09 0.258
H 11.292 19.403 26.520 0.24 0.50 -0.02 0.348
H 9.755 18.774 26.901 -0.37 -0.39 0.02 0.381
H 11.138 15.867 28.087 0.54 0.03 -0.64 0.303
H 10.002 16.567 26.877 0.37 -0.06 -0.58 0.300
H 9.807 16.700 28.548 -0.32 1.01 0.58 0.319
H 12.453 19.875 28.996 -0.02 -0.54 0.76 0.280
H 12.221 20.947 27.974 0.12 0.94 -0.36 0.283
C 1.360 9.808 34.222 0.36 -0.79 -1.17 -1.327
C 0.908 9.760 35.638 -0.25 1.19 1.25 0.667
C 1.850 9.018 36.566 -0.16 -0.25 0.78 -0.851
O 1.429 8.983 37.959 -0.89 -0.17 -1.16 -0.380
C 0.241 8.161 38.072 0.55 0.62 0.63 -0.666
N 0.784 11.164 36.098 -0.08 -0.36 0.43 -0.766
H 2.441 9.819 34.082 0.21 -0.11 0.39 0.289
H 1.040 10.712 33.704 -0.46 -0.15 0.12 0.358
H 0.984 8.914 33.727 0.06 0.07 -0.46 0.343
H -0.055 9.258 35.732 -0.20 -0.09 -0.33 0.236
H 2.834 9.486 36.531 0.04 -0.07 0.18 0.394
H 1.897 7.974 36.256 0.37 -0.11 -0.34 0.379
H -0.675 8.647 37.737 0.11 0.19 -0.55 0.242
H 0.032 7.996 39.129 0.50 -0.21 0.04 0.260
H 0.406 7.221 37.545 -0.18 -0.13 0.05 0.306
H -0.170 11.455 35.936 -0.15 0.27 -0.27 0.236
H 0.846 11.150 37.106 0.17 0.11 0.39 0.279
C 5.902 10.547 27.270 1.74 -0.41 -0.41 -1.159
C 6.491 9.480 26.263 -1.84 0.95 1.11 0.223
C 7.167 8.293 26.920 0.59 -0.04 1.04 -0.581
O 7.879 7.450 26.063 0.79 -0.22 -1.53 -0.330
C 8.887 6.626 26.643 0.24 0.20 0.54 -0.726
N 5.300 9.085 25.497 1.07 0.08 -1.56 -0.769
H 4.829 10.367 27.338 0.24 0.27 0.65 0.325
H 6.150 11.532 26.876 -0.66 0.14 -0.51 0.247
H 6.501 10.617 28.178 -0.62 -0.60 0.58 0.342
H 7.162 10.073 25.642 0.20 -0.66 -0.37 0.326
H 6.461 7.617 27.403 -0.58 0.49 0.58 0.304
H 7.817 8.748 27.667 0.37 -0.30 0.37 0.342
H 8.511 5.867 27.328 -0.48 0.11 0.19 0.301
H 9.620 7.225 27.183 -0.05 0.25 0.20 0.306
H 9.477 6.062 25.921 -0.52 0.37 -0.63 0.282
H 5.752 8.526 24.787 -0.63 -0.41 -0.79 0.336
H 4.723 8.429 26.004 -0.03 -0.04 0.45 0.255
C -3.022 21.766 27.028 -0.26 0.99 0.42 -1.260
C -2.589 22.469 25.780 0.28 0.61 -2.42 0.425
C -2.019 23.890 25.969 -0.88 -1.16 0.72 -0.644
O -3.159 24.665 26.136 -0.26 1.07 0.43 -0.321
C -2.975 25.849 26.870 0.41 0.69 0.39 -0.779
N -1.628 21.713 25.005 1.08 -1.50 -0.33 -0.721
H -3.616 20.856 26.948 0.69 -0.32 -0.53 0.288
H -3.752 22.426 27.497 0.34 0.30 0.46 0.319
H -2.113 21.687 27.623 -0.31 -0.46 0.58 0.306
H -3.429 22.592 25.096 -0.31 0.08 0.14 0.248
H -1.404 24.252 25.146 -0.07 -0.17 -0.41 0.391
H -1.357 23.823 26.832 0.06 0.49 0.57 0.319
H -2.636 25.655 27.888 -0.43 -0.32 0.35 0.322
H -3.884 26.450 26.861 -0.09 -0.38 0.08 0.257
H -2.183 26.509 26.516 0.19 -0.08 -0.77 0.323
H -0.780 21.558 25.532 0.11 -0.26 0.59 0.262
H -1.253 22.237 24.228 -0.50 0.33 -0.32 0.278
C -6.585 16.750 21.262 -1.28 -0.03 1.12 -1.472
C -5.422 17.059 22.166 1.68 -0.26 0.31 0.175
C -5.338 16.215 23.441 0.72 0.42 -0.18 -0.702
O -4.059 16.318 24.225 -2.36 1.47 -3.06 -0.278
C -4.292 15.789 25.466 1.29 -1.10 1.86 -0.758
N -4.251 16.772 21.341 1.34 0.00 -0.21 -0.561
H -6.685 15.709 20.952 0.77 -0.22 -0.09 0.425
H -6.479 17.379 20.378 -0.65 0.05 0.12 0.410
H -7.510 16.845 21.830 -0.38 0.80 -0.41 0.381
H -5.328 18.113 22.429 -0.46 0.09 0.05 0.394
H -5.475 15.187 23.107 0.00 -0.33 0.44 0.290
H -6.159 16.546 24.076 0.05 -0.30 0.21 0.394
H -5.309 15.788 25.858 -0.13 0.04 -0.40 0.331
H -3.681 16.316 26.199 0.02 0.23 0.08 0.244
H -3.878 14.781 25.427 -0.45 -0.54 0.52 0.287
H -4.232 17.467 20.608 0.28 0.33 -0.13 0.273
H -4.509 15.941 20.827 0.46 -0.55 -0.09 0.277
C -2.371 8.176 26.492 0.17 -2.52 0.79 -1.392
C -0.900 7.916 26.779 0.51 -0.17 -0.80 0.265
C -0.392 6.493 26.300 -2.24 1.85 0.40 -0.857
O 0.956 6.356 26.432 1.20 -0.66 0.32 -0.261
C 1.431 5.027 26.183 -0.15 0.34 -0.24 -0.767
N -0.225 9.052 26.107 1.32 -0.39 0.18 -0.671
H -2.644 9.016 27.131 -0.60 0.11 -0.76 0.395
H -2.912 7.271 26.765 -0.54 0.11 0.69 0.329
H -2.550 8.139 25.418 0.00 1.12 -0.07 0.413
H -0.717 7.913 27.853 0.16 0.47 0.01 0.394
H -0.799 6.371 25.296 0.38 -0.28 -0.67 0.370
H -0.945 5.788 26.921 -0.06 -0.30 0.20 0.373
H 0.990 4.212 26.757 -0.43 0.39 0.69 0.316
H 2.495 5.035 26.418 -0.07 -0.01 -0.45 0.236
H 1.176 4.755 25.159 0.55 0.07 -0.35 0.340
H -0.576 9.080 25.161 -0.01 -0.01 -0.19 0.273
H -0.500 9.928 26.528 -0.16 -0.02 0.23 0.253
C 7.466 14.326 19.638 0.72 -0.19 1.62 -1.390
C 7.359 14.916 21.100 1.81 0.88 -1.02 0.231
C 8.350 16.166 21.269 0.14 -2.30 -0.84 -0.596
O 9.659 15.667 20.991 -0.53 1.21 -0.19 -0.317
C 10.622 16.697 20.701 0.87 -1.21 1.12 -0.705
N 6.010 15.304 21.387 -1.31 0.06 -0.56 -0.654
H 7.274 15.015 18.816 -0.47 0.22 0.27 0.375
H 6.866 13.418 19.590 -0.23 0.16 -0.26 0.386
H 8.501 14.016 19.491 0.01 -0.04 0.08 0.363
H 7.618 14.139 21.819 0.55 0.00 -0.11 0.257
H 8.248 16.556 22.281 0.12 0.22 0.20 0.312
H 8.143 16.930 20.519 -0.50 0.20 0.06 0.334
H 10.330 17.587 20.142 -0.60 -0.36 -0.29 0.316
H 11.438 16.154 20.225 -0.08 0.30 -0.39 0.250
H 11.052 17.032 21.645 -0.08 0.32 0.19 0.276
H 5.678 15.616 20.486 -0.70 0.34 0.07 0.314
H 5.945 16.090 22.018 0.17 0.15 0.13 0.266
C 3.405 24.254 33.510 0.89 -0.20 -1.10 -1.471
C 3.391 23.192 32.399 0.09 -0.56 0.21 0.631
C 2.207 22.305 32.424 -1.90 -1.78 0.27 -0.902
O 0.938 22.955 32.169 1.48 -0.59 -0.26 -0.382
C 0.191 23.111 33.320 -0.49 1.67 0.81 -0.761
N 3.437 23.788 31.097 0.40 1.47 -0.72 -0.753
H 4.324 24.810 33.326 -0.14 0.38 0.00 0.387
H 3.558 23.821 34.499 -0.69 0.00 0.03 0.352
H 2.551 24.916 33.365 0.00 0.02 0.55 0.297
H 4.244 22.534 32.562 0.29 0.00 -0.14 0.345
H 2.200 21.717 33.342 -0.44 0.21 0.53 0.454
H 2.178 21.516 31.672 0.87 0.07 -0.47 0.346
H -0.560 22.345 33.517 0.19 -0.36 -0.07 0.253
H -0.322 24.065 33.202 -0.44 0.00 0.10 0.269
H 0.850 23.279 34.172 -0.15 -0.36 0.32 0.363
H 3.516 23.139 30.327 0.20 -0.40 0.22 0.268
H 2.522 24.200 30.981 -0.14 0.43 -0.28 0.303
```
Forces are in eV/Å.

Calculated values
* Kohn-Sham gap (spin up / spin down): 2.34 / 1.85 eV
* maximum force: 0.0805 Eh/bohr
* calculated total energy: -3068.37698 a.u.
* net charge: +2
* HOMO level (spin up / spin down): -11.20 / -11.20 eV
* spin multiplicity: 3